C26H42BBaN8O4Te as an isolated structure. Source: OMol25; level of theory: ωB97M-V with the def2-TZVPD basis set.

Results
Net charge = +2
Multiplicity = 2
Total energy = -56408.381 eV
Energy above the lowest of the compared OMol25 structures with the same formula, charge and spin = 4.4 kcal per mole

Geometry (Å):
H  -4.3200  -1.8416  2.2891
C  4.2843  -0.9501  0.5183
C  -3.7728  0.1493  -1.7852
C  4.0300  0.3958  -2.5201
C  -3.7650  0.1961  -0.4121
H  -1.3220  1.0724  3.9296
H  -5.9686  2.4177  4.5450
C  -1.8891  -0.4259  -3.4980
N  -0.3658  -2.0420  1.2482
C  -0.6763  4.7213  -1.1342
H  2.8257  2.3777  1.2148
H  1.1717  0.3360  -4.1375
H  -6.4305  -0.4266  3.2536
H  2.7959  0.5100  -4.8126
N  -3.7181  1.3287  2.6406
C  2.0060  -3.4156  -2.7788
C  2.3075  -1.4881  -4.1927
H  1.7135  -3.4937  0.6414
H  0.9015  2.6708  3.7982
H  -1.7800  0.5118  -4.0459
N  -1.0237  0.9026  1.8578
H  1.9410  -4.0238  2.3106
H  -2.8843  3.2544  1.9416
H  1.9297  3.8876  1.2511
H  0.1368  4.8063  -0.4165
H  1.7540  2.7944  -0.1299
N  -3.3423  0.0523  2.3398
O  3.2526  -2.4455  -1.0068
H  4.1676  -3.1531  -2.7156
H  -5.0893  3.3736  3.3508
B  -2.0917  -0.1915  1.5193
C  3.3367  -3.4102  -2.0502
C  -5.4526  -0.0637  2.9875
H  -2.4949  -2.0517  3.6773
N  -2.5179  -0.0932  0.0238
C  -5.7077  2.4881  3.4889
H  -0.6984  -4.0835  3.8031
H  5.2474  -1.9330  -1.1593
H  3.5332  -4.4086  -1.6473
H  -2.5414  -1.0688  -4.0878
C  2.2095  0.0155  -4.0333
Te  -1.9471  3.1401  -0.5225
C  -0.7732  -3.3100  3.0588
H  4.8578  -2.9920  0.2024
N  -0.1181  1.3737  0.9520
H  5.2447  -0.6037  0.9081
H  4.0126  1.9004  -0.9948
H  1.8774  -1.7822  -5.1541
H  -1.2648  5.6368  -1.1383
H  3.6578  -1.2308  1.3674
C  -0.7164  1.3464  3.0818
H  -0.2929  4.5182  -2.1299
H  -6.6355  2.6173  2.9316
C  -4.9779  1.2660  3.0409
Ba  0.9745  -0.7198  -0.7480
H  0.8949  -4.9385  1.2375
C  0.7416  2.1455  1.6438
H  3.3487  -1.8156  -4.1803
C  -2.3099  3.9845  1.3711
H  -4.5631  0.4114  0.2804
C  -1.6976  -2.2958  2.9979
H  -2.8543  4.9145  1.2189
O  3.5899  0.1182  -0.1274
C  4.4978  -2.1444  -0.3891
C  1.2103  -3.9298  1.5065
C  1.8723  2.8395  0.9556
H  -4.6117  0.3183  -2.4384
H  4.3919  -0.6230  -2.6756
C  -4.3919  -0.7923  2.5238
C  0.0421  -3.1070  1.9420
O  2.6211  0.4553  -2.7374
H  -0.9151  -0.9172  -3.4407
H  5.3925  0.8003  -0.9150
C  -2.4607  -0.2043  -2.1344
C  0.4055  2.1518  2.9956
O  1.5820  -2.0948  -3.1232
C  4.3181  0.8596  -1.1078
N  -1.7141  -0.3449  -1.0411
H  4.5451  1.0552  -3.2260
H  -1.3473  4.1711  1.8446
H  2.0621  -4.0527  -3.6646
H  1.2233  -3.8180  -2.1324
N  -1.4644  -1.5598  1.8936

Cartesian forces, eV/Å:
H 0.012 -0.010 0.011
C 0.001 -0.013 -0.030
C 0.034 -0.033 -0.040
C -0.001 -0.009 0.012
C -0.010 0.069 0.070
H 0.004 0.016 0.026
H 0.000 0.003 0.001
C -0.007 -0.013 0.013
N -0.101 -0.057 0.037
C 0.008 -0.058 0.024
H 0.007 0.009 0.000
H 0.003 -0.004 -0.005
H 0.001 -0.006 0.003
H -0.005 0.006 -0.001
N -0.019 0.004 -0.082
C -0.002 0.005 -0.021
C -0.002 0.011 0.005
H 0.007 -0.004 0.008
H -0.005 -0.003 0.006
H 0.005 0.005 0.001
N 0.008 0.037 -0.070
H 0.001 -0.001 -0.002
H -0.009 -0.004 -0.008
H 0.002 -0.003 -0.006
H 0.000 0.014 -0.008
H -0.002 -0.004 0.007
N -0.018 -0.024 0.122
O -0.037 -0.009 0.008
H -0.004 0.004 -0.006
H -0.004 0.003 0.003
B 0.041 -0.040 0.027
C -0.012 -0.003 0.007
C 0.015 -0.016 -0.052
H -0.013 0.000 0.002
N 0.079 -0.056 -0.040
C 0.004 -0.005 0.012
H 0.008 0.004 0.002
H 0.004 -0.003 0.004
H 0.006 0.002 0.000
H 0.000 0.000 -0.003
C -0.002 -0.006 0.001
Te -0.039 0.032 0.024
C 0.003 0.027 0.037
H -0.001 0.000 0.001
N 0.073 0.044 -0.039
H -0.006 0.002 0.013
H -0.009 -0.002 -0.006
H -0.001 0.000 0.000
H 0.002 0.007 -0.001
H 0.006 0.001 0.006
C -0.015 0.003 -0.035
H -0.005 -0.004 -0.004
H 0.003 -0.003 -0.002
C 0.032 0.015 0.048
Ba 0.033 0.032 0.075
H -0.005 0.000 -0.005
C -0.040 -0.041 -0.053
H -0.001 -0.002 -0.003
C 0.024 -0.049 0.024
H 0.003 -0.009 -0.024
C -0.034 -0.035 -0.006
H -0.005 0.011 -0.001
O -0.013 0.000 -0.001
C 0.019 -0.002 -0.009
C 0.005 0.004 -0.004
C 0.002 -0.009 -0.008
H 0.003 -0.015 -0.010
H -0.003 -0.001 -0.007
C -0.029 0.002 0.019
C 0.036 -0.007 -0.066
O 0.017 0.022 0.012
H 0.001 0.000 -0.009
H -0.002 0.000 0.004
C -0.062 0.031 -0.021
C -0.033 0.005 0.059
O -0.001 -0.013 0.003
C 0.008 0.004 -0.014
N 0.046 0.042 -0.008
H 0.002 0.002 -0.001
H 0.012 0.010 -0.019
H 0.005 0.000 0.000
H 0.003 0.001 0.005
N -0.025 0.085 -0.011

=====

An isolated molecule of C4H11NS. Source: OMol25; level of theory: ωB97M-V with the def2-TZVPD basis set.

Results
Net charge = 0
Total energy = -16650.876 eV
Energy above the lowest of the compared OMol25 structures with the same formula, charge and spin = 21.1 kcal per mole

Geometry (Å):
H  -0.8918  -1.1774  -2.7279
H  0.3384  0.8564  -1.5278
C  1.3603  -0.1225  0.0996
H  -0.0399  2.7848  0.8559
H  -0.8599  1.5164  0.0242
S  -0.7042  -1.2959  -1.4066
H  2.0975  -0.9068  0.1422
H  0.7981  -0.8394  2.1379
C  -0.6929  1.9293  1.0138
H  -0.4651  -0.9144  1.0581
C  0.4134  -0.2793  1.2893
C  0.6908  -0.1393  -1.2784
H  0.5654  1.2866  2.4912
H  1.7525  0.8739  0.1528
N  -0.1752  0.9230  1.9231
H  -1.6779  2.2825  1.3426
H  1.4125  -0.3886  -2.0551

Cartesian forces, eV/Å:
H 0.098 0.034 0.005
H -0.153 0.099 0.026
C -1.238 -0.195 -0.023
H 0.147 0.205 0.170
H -0.096 -0.249 -0.072
S -0.127 -0.207 0.056
H 0.531 -0.027 0.039
H 0.796 0.010 -0.119
C -0.559 0.100 -0.224
H 0.430 0.211 -0.451
C -2.016 -0.419 0.732
C -0.018 0.112 -0.528
H 0.061 0.595 0.363
H 1.015 0.347 0.284
N 0.771 -0.601 -0.469
H 0.241 0.111 0.082
H 0.117 -0.126 0.129

=====

A 2-piece molecular cluster, C37H32F2O2P overall. Source: OMol25; level of theory: ωB97M-V with the def2-TZVPD basis set.

Results
Net charge = +1
Total energy = -57699.630 eV
Energy above the lowest of the compared OMol25 structures with the same formula, charge and spin = 24.9 kcal per mole

Geometry (Å):
C  -1.5576  -1.0704  -5.6496
H  0.0190  4.7276  -1.6558
C  1.9776  3.9910  -1.1053
C  3.3602  -3.4339  -1.2584
H  0.7061  1.1808  -6.8378
H  2.3604  4.9742  -0.8262
H  1.3176  1.2478  -4.4371
C  2.2540  0.4929  4.4692
H  -2.3670  -1.7210  -5.9795
C  -1.1986  -1.0553  -4.3001
C  0.6645  3.8555  -1.5624
H  -1.9502  -0.6071  3.5332
C  0.5078  0.5971  -4.7725
C  3.3889  0.2593  5.2326
H  -1.1647  -0.2723  -7.6207
H  -6.1522  0.2902  3.6500
C  -4.0618  -0.2295  3.6427
C  -1.1918  1.5014  1.9945
H  -4.6468  -4.0891  1.2830
C  0.1613  0.5609  -6.1257
H  1.6022  -2.0745  -3.8492
H  -5.7643  2.3027  2.1897
P  0.2237  -0.1452  -2.0716
H  -1.0629  2.2734  1.2299
C  -4.3591  -3.0534  1.0992
H  -2.3101  -3.6003  0.7154
C  -0.8807  -0.2608  -6.5665
C  2.3129  1.6029  -1.3460
C  0.9862  1.4631  -1.7829
C  1.9638  -2.2260  -2.8305
H  1.2812  0.1682  4.8303
H  5.5244  0.4501  5.4816
H  -5.1872  -2.5542  0.5901
C  -3.6429  1.9775  2.0365
C  -2.5291  1.1731  2.4029
C  3.6855  1.5817  2.8222
H  3.7908  2.1083  1.8720
C  -1.6854  -1.5821  -0.8289
F  3.2454  -0.3923  6.4353
H  -1.6963  -1.7164  -3.5898
H  -3.3409  -3.4791  -0.7374
C  -2.7666  0.0490  3.2356
C  0.1682  2.5968  -1.9046
C  2.8976  -3.2307  -2.5618
H  -1.5829  0.5739  -0.4922
F  -4.2757  -1.3414  4.4315
C  2.8012  2.8662  -1.0075
O  -1.3554  -2.5798  -1.4996
H  4.0893  -4.2200  -1.0516
C  4.6663  0.6554  4.8451
C  1.4814  -1.4152  -1.7894
C  -0.1820  -0.2016  -3.8386
H  3.8308  2.9687  -0.6653
C  1.2360  1.4859  2.4255
C  -3.1253  -3.0347  0.2417
H  -4.1896  -2.5647  2.0598
C  1.9394  -1.6279  -0.4785
C  4.7955  1.3222  3.6176
H  5.7840  1.6402  3.2861
H  1.3945  2.0994  1.5368
H  3.2339  -2.7796  0.8015
H  -0.8573  2.4898  -2.2640
C  2.8804  -2.6302  -0.2185
C  2.3812  1.1794  3.2277
C  -0.0656  1.0775  2.7039
H  2.9605  0.7284  -1.2760
H  3.2594  -3.8569  -3.3772
H  -3.4643  2.8544  1.4117
C  -4.9253  1.6665  2.4750
H  1.5528  -1.0116  0.3372
H  -0.2178  0.4144  3.5545
O  -2.6991  -1.6652  0.0780
C  -5.1585  0.5524  3.2933
C  -1.0712  -0.2777  -0.9141

Cartesian forces, eV/Å:
C 0.238 0.131 0.092
H 0.188 -0.156 0.015
C 0.018 -0.127 0.050
C -0.196 0.190 -0.089
H -0.150 -0.148 0.196
H -0.106 -0.286 -0.125
H -0.224 -0.130 -0.128
C 0.336 0.160 -0.213
H 0.231 0.152 0.065
C -0.038 0.073 0.106
C -0.030 -0.162 -0.012
H -0.383 0.041 -0.072
C -0.170 -0.167 0.132
C -0.429 -0.486 0.789
H 0.117 0.009 0.331
H 0.226 0.049 -0.102
C 0.149 -0.904 0.601
C 0.270 0.508 0.605
H -0.037 0.032 0.040
C -0.057 -0.090 0.117
H 0.103 -0.079 0.311
H 0.279 -0.196 0.075
P -0.528 -0.421 0.440
H -0.011 -0.334 0.016
C -0.192 0.137 0.063
H -0.157 0.111 -0.238
C 0.044 -0.001 0.282
C -0.263 0.087 -0.104
C 0.190 0.415 0.222
C 0.010 0.168 0.265
H 0.347 0.026 0.082
H -0.226 0.035 -0.126
H 0.029 -0.009 0.084
C 0.462 -0.232 -0.185
C -0.727 -0.343 0.240
C -0.579 -0.008 0.022
H 0.037 -0.143 0.266
C 0.551 -0.251 -0.806
F 0.121 0.686 -1.288
H 0.072 0.203 -0.188
H 0.210 0.134 0.259
C -0.243 0.082 -0.052
C 0.230 0.070 0.146
C -0.047 0.141 0.166
H 0.146 0.139 -0.171
F 0.271 1.254 -0.870
C -0.155 0.049 -0.010
O -0.055 1.353 0.746
H -0.244 0.253 -0.068
C -0.366 0.200 -0.504
C 0.276 -0.462 0.057
C -0.048 0.080 -0.736
H -0.213 0.018 -0.132
C -0.839 0.017 -0.188
C -0.224 -0.219 0.110
H -0.020 -0.059 0.005
C 0.202 -0.247 -0.212
C 0.021 -0.105 0.112
H -0.290 -0.083 0.094
H 0.042 -0.058 0.071
H -0.078 -0.010 -0.252
H 0.263 0.044 0.080
C -0.169 0.225 -0.176
C 0.881 -0.319 0.743
C 0.396 -0.199 -0.106
H -0.182 0.222 -0.002
H -0.091 0.154 0.231
H -0.155 -0.246 0.135
C -0.019 0.032 0.126
H 0.040 -0.201 -0.221
H -0.012 0.226 -0.271
O 0.303 -0.428 -0.197
C 0.513 0.206 -0.279
C 0.139 -0.806 -0.463

=====

C26H18Cl2F12GaIN2O2 as an isolated structure. Source: OMol25; level of theory: ωB97M-V with the def2-TZVPD basis set.

Results
Net charge = 0
Total energy = -152465.530 eV

Geometry (Å):
C  -1.5176  -0.6542  -0.9102
C  0.4766  0.0711  -3.4872
F  -0.0407  -0.8067  -4.3517
F  1.0668  2.6215  3.8405
H  -2.9116  0.0468  -3.9263
C  1.6821  -3.8119  3.9716
C  1.1215  1.2981  3.6990
C  -0.6121  0.9121  -2.7570
H  2.2028  -1.0381  -0.4215
I  5.8160  3.4549  0.7501
F  -1.5740  0.0901  4.0869
C  0.3906  -0.6812  2.2061
C  -3.7720  -1.2534  -2.5120
C  5.1170  0.5409  0.2444
O  0.0231  1.7755  -1.8706
F  -1.5879  2.1724  3.5058
H  2.7542  -3.6299  4.0766
C  -1.6682  -0.0462  -2.1760
H  -1.7257  5.2225  -0.6526
N  -0.4316  -0.3754  -0.0813
H  6.1719  0.3629  0.4053
C  3.2502  2.0171  0.1175
H  0.7228  -4.4875  1.4936
C  4.6037  1.8280  0.3199
C  1.0757  -2.9206  2.9190
C  0.9442  -1.5598  3.1434
C  2.9160  -0.2487  -0.2252
H  1.5468  -4.8636  3.7187
C  0.6374  -3.4259  1.6994
H  -4.7116  -1.5254  -4.4345
F  -0.3759  2.9094  -4.0567
F  1.3475  0.8381  -4.1545
H  -1.1706  3.9597  -1.8185
C  -1.2821  4.2443  -0.7822
H  -5.3769  -2.5411  -3.1548
C  0.1572  0.8064  2.5761
C  4.2575  -0.5093  -0.0293
C  -2.5346  -1.5097  -0.4636
Cl  0.3607  4.3144  -0.0973
H  1.2737  -1.1880  4.1017
F  0.8861  0.7752  4.9146
F  2.3921  0.9927  3.3636
H  2.7977  2.9959  0.1872
Cl  -2.2677  3.0434  0.0362
C  0.1098  -2.5873  0.7412
H  -2.4536  -1.9305  0.5296
C  -0.0282  -1.2116  0.9663
H  -0.2015  -2.9788  -0.2197
H  4.6160  -1.5272  -0.0846
H  -5.7672  -0.8251  -3.2113
H  1.2273  -3.6406  4.9483
Ga  0.4156  1.2799  -0.1575
F  -1.5121  1.3428  -4.9872
C  -1.3098  0.9372  3.0803
C  -4.9694  -1.5540  -3.3751
F  1.1912  -0.6367  -2.5880
O  0.3520  1.7713  1.5930
H  -4.3871  -2.4822  -0.8618
C  -2.7901  -0.3776  -2.9409
F  -2.3436  2.4619  -3.3235
C  -3.6282  -1.8094  -1.2461
N  2.4320  0.9965  -0.1612
F  -2.1641  0.6513  2.0878
C  -1.2200  1.9035  -3.8036

Cartesian forces, eV/Å:
C 0.022 -0.001 0.031
C -0.034 -0.004 0.035
F 0.004 0.009 0.000
F -0.009 -0.019 0.008
H 0.019 0.019 -0.002
C 0.005 -0.018 -0.015
C 0.076 0.015 0.016
C 0.055 0.039 -0.104
H 0.014 0.039 -0.017
I 0.008 0.013 0.001
F -0.007 -0.008 0.006
C 0.021 0.016 0.015
C -0.058 -0.030 -0.003
C 0.024 -0.002 0.005
O -0.007 0.083 0.199
F 0.012 0.001 0.006
H -0.014 0.001 -0.011
C -0.030 -0.041 0.008
H -0.029 0.021 0.002
N 0.015 -0.025 -0.042
H -0.007 -0.003 -0.001
C -0.005 -0.053 -0.015
H 0.004 0.019 -0.002
C -0.054 -0.045 -0.020
C 0.022 -0.051 0.024
C -0.055 0.086 -0.062
C -0.007 0.030 -0.001
H 0.003 0.017 0.004
C 0.013 -0.033 0.032
H 0.005 0.005 0.015
F 0.008 -0.001 -0.034
F 0.004 -0.008 0.007
H -0.055 0.026 -0.028
C 0.087 0.028 -0.074
H 0.012 0.007 0.004
C -0.044 0.102 0.039
C 0.013 -0.018 0.002
C 0.039 0.036 -0.022
Cl 0.086 0.060 0.031
H -0.022 0.023 0.009
F 0.000 -0.033 -0.018
F 0.007 -0.015 -0.001
H 0.008 0.029 0.005
Cl -0.123 -0.023 0.029
C -0.023 0.076 0.004
H 0.001 -0.008 -0.007
C 0.038 0.030 0.034
H 0.002 -0.002 0.011
H 0.013 0.013 0.006
H 0.013 -0.011 0.001
H -0.010 0.011 -0.015
Ga -0.229 -0.341 -0.236
F -0.017 -0.021 -0.006
C 0.051 -0.048 -0.002
C -0.003 0.010 0.008
F -0.011 0.009 0.012
O -0.016 -0.011 0.074
H 0.006 0.013 -0.004
C 0.080 0.015 0.029
F -0.011 -0.028 -0.004
C -0.004 0.002 -0.015
N 0.138 -0.022 0.052
F -0.024 -0.009 -0.040
C -0.023 0.032 0.039